DFT (ωB97M-V/def2-TZVPD) results for a cluster of 6 separate species, C5H21NO7 in total.

Its HOMO energy is -0.3664 hartree. As for the structure (SMILES): CCCC(=O)NCO.O.O.O.O.O. The value obtained for the relative energy (zero: lowest compared OMol25 entry of this formula, charge and spin) is 70.23 kcal per mole. The value obtained for the molar mass is 207.22 g mol⁻¹.

Geometry (Å):
C  0.4460  0.2226  2.0274
C  -0.9827  -0.0811  2.3487
C  -1.8642  -0.1526  1.0225
C  -1.1423  -0.3836  -0.2507
O  -1.2257  0.5195  -1.0927
N  -0.5073  -1.5812  -0.5118
C  -0.8344  -2.8490  0.2415
O  -1.9461  -3.4108  -0.4287
H  0.4851  1.0191  1.2044
H  0.9071  -0.6039  1.5499
H  1.0761  0.4296  2.7774
H  -1.2815  -0.8482  3.0559
H  -1.4128  0.6991  2.8502
H  -2.2333  0.9166  1.0862
H  -2.7200  -0.8920  1.1038
H  -0.3264  -1.7199  -1.5436
H  0.0488  -3.5068  0.2766
H  -1.2228  -2.6954  1.3264
H  -1.7236  -3.5781  -1.3766
O  2.2659  2.7077  1.7535
H  2.8547  2.9683  2.3479
H  1.5798  3.4398  1.5878
O  -1.5361  -1.9350  -3.5076
H  -2.0604  -2.7836  -3.2438
H  -2.1467  -1.3642  -3.7953
O  3.4703  -1.7972  -1.1928
H  2.9098  -1.1363  -1.0099
H  4.3560  -1.4644  -0.9902
O  0.2319  2.6195  -1.9982
H  -0.3416  1.8418  -1.7275
H  -0.3033  3.1547  -2.5985
O  1.6224  4.4177  -0.3163
H  1.0973  3.8220  -0.7305
H  2.4602  4.0055  -0.2452

Results of the Mulliken charge analysis, in e, for atoms 1 through 6: C -1.0944; C -0.5666; C -0.5724; C 0.4096; O -0.8521; N -0.0502

=====

DFT (ωB97M-V/def2-TZVPD) results for a structure of composition C45H52ClIrN4O2P2S2.

As for the spin multiplicity: 2. Its HOMO energy (alpha / beta) is -0.4032 / -0.4031 hartree. The expectation value of S² is 0.76. As for the charge: +1. The value obtained for the relative energy (zero: lowest compared OMol25 entry of this formula, charge and spin) is 0.00 kcal per mole. The value obtained for the molar mass is 1034.69 g mol⁻¹.

Geometry (Å):
Ir  0.2543  0.0890  0.3778
S  -0.0609  0.5225  2.6615
C  1.1418  1.7567  2.4552
S  0.7780  2.3719  0.8818
C  2.2084  2.0413  3.2357
C  3.1970  2.9591  2.7562
N  4.0186  3.6451  2.3340
C  2.4458  1.3286  4.4527
N  2.6496  0.7510  5.4257
Cl  -2.5299  -2.5013  -1.8554
C  -2.0674  -3.6089  -0.5921
C  -3.0084  -4.5723  -0.2705
C  -2.6739  -5.5922  0.6042
C  -1.3916  -5.6504  1.1203
C  -0.4639  -4.6718  0.7988
C  -0.7786  -3.6011  -0.0429
P  0.4698  -2.2931  -0.4208
C  0.6710  -2.3831  -2.2308
C  1.3541  -1.3733  -2.9022
C  1.6454  -1.5005  -4.2532
C  1.2354  -2.6272  -4.9484
C  0.5191  -3.6206  -4.2934
C  0.2460  -3.5068  -2.9402
C  2.0215  -3.0436  0.1883
C  3.0042  -3.4359  -0.7139
C  4.1698  -4.0476  -0.2598
C  4.3546  -4.2756  1.0908
C  3.3739  -3.8875  2.0008
C  2.2221  -3.2709  1.5555
H  -3.9859  -4.5304  -0.7312
H  -3.4041  -6.3514  0.8504
H  -1.0991  -6.4642  1.7699
H  0.5254  -4.7551  1.2165
H  1.6549  -0.4723  -2.3894
H  2.1880  -0.7103  -4.7562
H  1.4637  -2.7294  -6.0013
H  0.1755  -4.4914  -4.8363
H  -0.2920  -4.3016  -2.4413
H  2.8750  -3.2783  -1.7754
H  4.9245  -4.3504  -0.9735
H  5.2577  -4.7578  1.4423
H  3.5116  -4.0633  3.0596
H  1.4795  -2.9526  2.2761
C  5.0115  2.2668  -2.0230
N  4.3059  1.3655  -1.1083
C  4.9603  0.7247  -0.1035
C  4.3327  -0.0449  0.8152
C  2.9233  -0.1006  0.6890
O  2.0825  -0.6423  1.4705
N  2.3018  0.4837  -0.3364
C  2.9289  1.2507  -1.2868
O  2.3492  1.7911  -2.2067
H  6.0128  2.4337  -1.6375
H  4.4778  3.2116  -2.0760
H  5.0578  1.8362  -3.0212
H  6.0290  0.8864  -0.0777
H  4.8493  -0.5437  1.6193
C  -3.3413  5.2206  1.1866
C  -3.2655  4.1790  2.3159
C  -2.3100  3.0297  1.9600
C  -2.4187  2.7401  0.4535
C  -1.8336  3.9205  -0.3602
C  -2.0430  5.2501  0.3859
P  -1.8775  1.0666  -0.1015
C  -2.0611  1.0385  -1.9271
C  -3.4236  1.5741  -2.4258
C  -3.3608  1.9089  -3.9248
C  -2.4153  0.9532  -4.6439
C  -0.9676  1.1804  -4.1752
C  -0.9013  1.6598  -2.7143
C  -3.2095  -0.1056  0.4625
C  -2.8148  -0.9149  1.7134
C  -4.0000  -1.7687  2.1485
C  -5.1022  -0.8673  2.7305
C  -5.1015  0.5254  2.0772
C  -4.6546  0.4462  0.6196
H  -3.5584  6.2058  1.5989
H  -4.1664  4.9816  0.5076
H  -4.2642  3.7840  2.5198
H  -2.9175  4.6488  3.2372
H  -2.5381  2.1494  2.5598
H  -1.2878  3.3122  2.1928
H  -3.4859  2.6792  0.2424
H  -2.3233  3.9747  -1.3336
H  -0.7732  3.7751  -0.5515
H  -2.0617  6.0671  -0.3357
H  -1.1992  5.4415  1.0549
H  -2.0312  -0.0349  -2.1341
H  -3.7316  2.4603  -1.8709
H  -4.1884  0.8116  -2.2543
H  -3.0063  2.9343  -4.0631
H  -4.3636  1.8612  -4.3502
H  -2.4835  1.0895  -5.7234
H  -2.7247  -0.0779  -4.4414
H  -0.4884  1.9266  -4.8113
H  -0.3983  0.2560  -4.2820
H  -0.9658  2.7481  -2.6764
H  0.0652  1.3989  -2.2808
H  -3.2280  -0.8098  -0.3636
H  -2.5409  -0.2491  2.5361
H  -1.9385  -1.5303  1.4913
H  -3.6931  -2.5161  2.8809
H  -4.3749  -2.3146  1.2763
H  -4.9585  -0.7593  3.8069
H  -6.0743  -1.3423  2.5876
H  -4.4473  1.2054  2.6277
H  -6.1027  0.9548  2.1261
H  -4.7894  1.4055  0.1244
H  -5.3244  -0.2422  0.0954

Results of the Mulliken charge analysis, in e, for atoms 1 through 6: Ir 2.5525; S -0.5677; C 0.6795; S -0.5482; C 1.0049; C -0.1013

=====

DFT (ωB97M-V/def2-TZVPD) results for the ion C4H7N2O with charge +1.

Its HOMO energy is -0.5031 hartree. As for the charge: +1. As for the structure (SMILES): C=[NH+]/C(N)=C/C=O. The value obtained for the relative energy (zero: lowest compared OMol25 entry of this formula, charge and spin) is 62.79 kcal per mole. The value obtained for the molar mass is 99.11 g mol⁻¹.

Geometry (Å):
C  1.0975  0.6398  1.9593
N  0.6906  1.0039  0.7943
C  0.1050  0.2206  -0.2508
N  0.3788  0.7225  -1.4538
C  -0.7361  -0.8306  0.0457
C  -1.4719  -1.4813  -1.0763
O  -1.3609  -1.1085  -2.2103
H  1.1354  -0.3960  2.1751
H  1.4085  1.4253  2.7315
H  0.6651  2.0671  0.6043
H  -0.0764  -0.0406  -1.9804
H  1.2904  0.9938  -1.6531
H  -0.9774  -1.0061  0.9802
H  -2.1486  -2.2100  -0.6656

Results of the Mulliken charge analysis, in e, for atoms 1 through 6: C -0.1669; N -0.0799; C 0.4449; N -0.4528; C -0.7430; C 0.0856

=====

DFT (ωB97M-V/def2-TZVPD) results for a structure of composition C3OSn.

As for the spin multiplicity: 2. Its HOMO energy (alpha / beta) is -0.4975 / -0.5722 hartree. The expectation value of S² is 0.77. As for the charge: +1. The value obtained for the molar mass is 170.74 g mol⁻¹.

Geometry (Å):
C  -0.7558  -0.9591  0.1465
C  -0.5713  0.8070  -0.0271
O  -1.6930  0.0025  -0.0863
C  0.5427  0.0373  -0.0768
Sn  2.4774  0.1123  0.0438

The molecule's Mulliken atomic charges, reported in e, are given here: C 0.1968; C 0.2447; O -0.0459; C -0.3610; Sn 0.9653

=====

DFT (ωB97M-V/def2-TZVPD) results for a cluster of 2 separate species, C2H2Cl2OS in total.

Its HOMO energy is -0.3335 hartree. The value obtained for the relative energy (zero: lowest compared OMol25 entry of this formula, charge and spin) is 90.45 kcal per mole. The value obtained for the molar mass is 145.01 g mol⁻¹.

Geometry (Å):
C  0.8929  1.3998  0.6782
C  -0.9072  -1.3464  0.0282
O  0.9084  1.2832  -0.6995
S  0.4817  -1.8239  -0.7783
Cl  -1.3176  -2.2595  1.3797
Cl  -1.9688  -0.0535  -0.3314
H  0.8469  2.4530  0.7174
H  1.0637  0.3473  -0.9943

Results of the Mulliken charge analysis, in e, for atoms 1 through 6: C -0.1790; C 0.3700; O -0.2757; S -0.2526; Cl -0.0697; Cl -0.0360

=====

DFT (ωB97M-V/def2-TZVPD) results for a cluster of 4 separate species, C24H33N4O11P2 in total.

Its HOMO energy is -0.4019 hartree. As for the charge: +1. The value obtained for the molar mass is 615.49 g mol⁻¹.

Geometry (Å):
C  -1.5875  -1.0760  -4.0428
C  -2.6771  -0.4435  -4.8871
O  -2.2209  0.7956  -5.4444
C  -1.5983  0.6780  -6.7023
C  -0.1386  1.0989  -6.6170
O  0.0131  2.2553  -5.7814
N  0.2974  1.9192  -4.4445
C  1.7699  1.6781  -4.2685
C  2.2637  1.8546  -2.8604
P  -0.3135  3.3879  -3.5391
P  -0.9312  2.5825  -1.6047
O  -1.5239  1.2561  -1.6757
O  -1.9876  3.6633  -1.0697
O  0.2540  2.6238  -0.5619
H  -1.3331  -0.3786  -3.2485
H  -1.8819  -2.0183  -3.6005
H  -0.7069  -1.2473  -4.6620
H  -3.5386  -0.2126  -4.2735
H  -3.0142  -1.1356  -5.6536
H  -1.6239  -0.3325  -7.1017
H  -2.0978  1.3052  -7.4345
H  0.2075  1.3936  -7.5990
H  0.4760  0.2543  -6.3173
H  -0.2593  1.1002  -4.1528
H  1.9294  0.6383  -4.5269
H  2.3199  2.2806  -4.9761
H  2.2255  2.8772  -2.5070
H  3.3125  1.5711  -2.8893
H  1.7872  1.1834  -2.1570
H  -1.5524  3.5920  -4.1770
H  -1.6680  4.5544  -1.3114
H  0.1696  3.3712  0.0536
C  8.3549  0.9861  0.4131
C  7.2104  0.2066  0.3093
C  6.4268  0.2741  -0.8294
C  6.8080  1.1248  -1.8526
C  7.9420  1.9129  -1.7642
C  8.7174  1.8400  -0.6202
N  5.9961  1.1860  -3.0701
O  4.9816  0.4976  -3.1221
O  6.3604  1.9134  -3.9678
H  8.9678  0.9267  1.3022
H  6.9309  -0.4568  1.1153
H  5.5376  -0.3318  -0.9138
H  8.2230  2.5730  -2.5707
H  9.6075  2.4467  -0.5357
C  -2.2214  -0.4266  0.7180
C  -3.6019  -0.2779  0.7304
C  -4.3812  -1.0651  1.5621
C  -3.7600  -1.9936  2.3766
C  -2.3879  -2.1637  2.3746
C  -1.6179  -1.3728  1.5378
N  -4.5786  -2.8123  3.2807
O  -5.7810  -2.6549  3.2571
O  -3.9962  -3.5958  4.0128
H  -1.6231  0.2023  0.0653
H  -4.0717  0.4575  0.0913
H  -5.4546  -0.9501  1.5748
H  -1.9212  -2.8967  3.0153
H  -0.5431  -1.4921  1.5283
C  -3.9693  -3.9978  7.8620
C  -3.7056  -3.9319  9.2239
C  -3.0198  -2.8481  9.7480
C  -2.6106  -1.8412  8.8940
C  -2.8603  -1.8939  7.5354
C  -3.5440  -2.9816  7.0171
N  -1.8996  -0.6779  9.4449
O  -1.6745  -0.6654  10.6389
O  -1.5778  0.2058  8.6711
H  -4.5093  -4.8431  7.4566
H  -4.0368  -4.7248  9.8798
H  -2.8125  -2.7936  10.8059
H  -2.5291  -1.0992  6.8840
H  -3.7469  -3.0356  5.9540

Results of the Mulliken charge analysis, in e, for atoms 1 through 6: C -0.6700; C -0.3623; O -0.3642; C -0.4967; C -0.4627; O -0.4717

=====

DFT (ωB97M-V/def2-TZVPD) results for an isolated molecule of C4H6N2S2.

Its HOMO energy is -0.3449 hartree. As for the structure (SMILES): SCC1(S)C=NN=C1. The value obtained for the relative energy (zero: lowest compared OMol25 entry of this formula, charge and spin) is 53.94 kcal per mole. The value obtained for the molar mass is 146.24 g mol⁻¹.

Geometry (Å):
S  2.4973  -0.5236  -0.0667
C  0.9569  -0.6935  0.8136
C  -0.2791  0.0264  0.1933
S  0.0740  1.7449  -0.3390
C  -1.5220  0.0368  1.0588
N  -2.5694  -0.4603  0.4945
N  -2.2045  -0.9257  -0.8502
C  -0.9257  -0.7148  -0.9796
H  2.1379  -1.3443  -1.1153
H  1.2078  -0.2787  1.8265
H  0.7183  -1.7423  0.9184
H  0.8321  2.0034  0.7649
H  -1.6009  0.5714  1.9719
H  -0.3985  -0.9780  -1.9032

Results of the Mulliken charge analysis, in e, for atoms 1 through 6: S -0.1424; C -0.9719; C 0.9953; S -0.1463; C -0.3485; N -0.4202

=====

DFT (ωB97M-V/def2-TZVPD) results for a structure of composition C32H51N6O3S4SbSeSiTa.

As for the spin multiplicity: 2. Its HOMO energy (alpha / beta) is -0.4594 / -0.4717 hartree. The expectation value of S² is 0.76. As for the charge: +2. The value obtained for the relative energy (zero: lowest compared OMol25 entry of this formula, charge and spin) is 75.07 kcal per mole. The value obtained for the molar mass is 1105.82 g mol⁻¹.

Geometry (Å):
Ta  0.4357  -1.0526  2.5616
O  -6.4845  -3.7877  0.5871
C  -5.9518  -4.0063  1.8735
C  -4.7298  -3.1516  2.0499
C  -4.2200  -2.8585  3.3096
C  -3.0648  -2.1054  3.4026
N  -2.4346  -1.5937  2.3497
C  -2.9614  -1.8095  1.1469
C  -4.0786  -2.6117  0.9507
C  -2.3436  -1.0591  0.0368
C  -3.1338  -0.6233  -1.0219
C  -2.5986  0.2045  -1.9944
C  -3.4366  0.6415  -3.1651
O  -3.6416  -0.5120  -3.9608
C  -1.2662  0.5664  -1.8623
C  -0.5447  0.0862  -0.7872
N  -1.0522  -0.7200  0.1486
H  -7.2526  -4.3510  0.4562
H  -5.6605  -5.0563  2.0072
H  -6.6751  -3.7624  2.6589
H  -4.7191  -3.2114  4.2033
H  -2.6284  -1.8885  4.3719
H  -4.4544  -2.8190  -0.0403
H  -4.1745  -0.9109  -1.0747
H  -2.9164  1.4277  -3.7226
H  -4.3879  1.0464  -2.8022
H  -4.2296  -0.2977  -4.6925
H  -0.7907  1.2081  -2.5932
H  0.4964  0.3488  -0.6696
C  3.0170  -5.0808  0.7967
C  2.4461  -3.7556  0.3802
O  2.1309  -2.9069  1.2172
N  2.2546  -3.5750  -0.9410
C  1.7822  -2.2979  -1.4564
C  2.8943  -1.2790  -1.3183
C  3.9583  -1.3218  -2.2118
C  5.0368  -0.4747  -2.0262
C  5.0078  0.3981  -0.9525
C  3.8975  0.3826  -0.1244
N  2.8573  -0.4308  -0.2877
H  2.4056  -5.4665  1.6113
H  4.0279  -4.9420  1.1795
H  3.0429  -5.7949  -0.0237
H  2.4750  -4.3110  -1.5883
H  0.9094  -1.9944  -0.8834
H  1.5138  -2.4226  -2.5031
H  3.9394  -2.0256  -3.0341
H  5.8843  -0.5076  -2.6986
H  5.8367  1.0634  -0.7475
H  3.8500  1.0592  0.7151
S  -0.4615  -0.1564  4.6078
Sb  1.3090  1.3918  4.0174
S  2.6033  -0.5615  3.3725
S  0.1483  1.3923  1.9071
C  -2.7968  3.9201  -0.8011
C  -2.6513  5.0217  -1.8517
C  -1.3321  5.7912  -1.7848
C  -0.0867  4.9339  -2.0136
N  0.3546  4.3277  -0.7528
C  1.5591  3.9834  -0.3285
S  1.7053  3.5312  1.3379
N  2.6571  3.9062  -1.0676
C  2.9464  4.3362  -2.4369
C  3.5587  5.7360  -2.4607
C  4.1224  6.1279  -3.8247
C  3.0536  6.2947  -4.9024
H  -3.8091  3.5171  -0.8185
H  -2.6217  4.3098  0.2059
H  -2.1096  3.0891  -0.9828
H  -3.4606  5.7417  -1.7226
H  -2.7634  4.5902  -2.8500
H  -1.2437  6.2987  -0.8196
H  -1.3469  6.5688  -2.5492
H  0.7169  5.5564  -2.4037
H  -0.3050  4.1464  -2.7420
H  -0.3592  4.2552  -0.0434
H  3.4767  3.7017  -0.5166
H  2.0420  4.2794  -3.0363
H  3.6610  3.6171  -2.8423
H  4.3681  5.7611  -1.7250
H  2.8098  6.4692  -2.1447
H  4.8580  5.3850  -4.1447
H  4.6556  7.0716  -3.7019
H  2.5531  5.3505  -5.1258
H  3.5075  6.6568  -5.8235
H  2.3025  7.0242  -4.5930
C  1.5153  -5.6295  5.0754
Si  -0.2689  -5.2586  4.6307
C  -1.2432  -4.4705  6.0306
C  -1.1732  -6.4308  3.4801
Se  0.0113  -3.2631  3.1347
H  1.5794  -6.3907  5.8554
H  1.9894  -4.7195  5.4452
H  2.0816  -5.9792  4.2120
H  -1.2257  -5.0858  6.9319
H  -2.2839  -4.3061  5.7490
H  -0.7994  -3.5022  6.2682
H  -1.4135  -7.3719  3.9773
H  -0.5596  -6.6481  2.6052
H  -2.0988  -5.9679  3.1358

Results of the Mulliken charge analysis, in e, for atoms 1 through 6: Ta 0.4113; O -0.5055; C -0.6399; C 0.3862; C -1.1850; C -0.2717

=====

DFT (ωB97M-V/def2-TZVPD) results for a cluster of 2 separate species, C8H12N4 in total.

As for the spin multiplicity: 2. Its HOMO energy (alpha / beta) is 0.0350 / -0.1972 hartree. The expectation value of S² is 0.75. As for the charge: -1. The value obtained for the relative energy (zero: lowest compared OMol25 entry of this formula, charge and spin) is 0.00 kcal per mole. The value obtained for the molar mass is 164.21 g mol⁻¹.

Geometry (Å):
C  -1.2472  -3.9703  -1.6807
C  -0.2957  -0.5335  -1.5476
C  -0.7949  -2.6103  -1.2851
C  -0.2763  -2.1763  -0.1147
N  -0.8022  -1.5677  -2.1990
N  0.0214  -0.8616  -0.2616
H  -0.2287  0.4206  -2.0334
H  0.7179  -0.3191  0.2433
H  -0.1039  -2.7533  0.7784
H  -0.4752  -4.4544  -2.2895
H  -2.0380  -3.8841  -2.4358
H  -1.6448  -4.5714  -0.8706
C  2.0334  2.7676  -0.0099
C  -0.2874  2.8612  1.0703
C  0.9300  2.2817  0.8415
C  -0.0149  1.1563  2.4193
N  -0.8816  2.0964  2.0543
N  1.1193  1.2347  1.7282
H  -0.9496  3.5664  0.5951
H  -1.8778  2.1047  2.3070
H  1.9440  2.5831  -1.0792
H  2.9659  2.2928  0.3032
H  -0.0086  0.5064  3.2776
H  2.1948  3.8300  0.1891

Results of the Mulliken charge analysis, in e, for atoms 1 through 6: C -1.1316; C -0.3500; C 0.2323; C -0.5532; N -0.6483; N 0.5215

=====

Results for F_max: 7.05 2.24 5.86 4.72 4.05 1.99 2.45 1.59 1.75 (in eV/A, following the order of the records).
Results for energy: -21346.5818 -113169.5447 -9280.0672 -10973.6728 -40029.8460 -72468.7288 -28893.8717 -173740.8117 -14449.9403 (in eV, following the order of the records).